1.
ORCA calculation (the ωB97M-V functional and the def2-TZVPD basis) on C14H20ClN4O4Sn as an isolated structure.

Structure (XYZ):
```
44
Properties=species:S:1:pos:R:3:forces:R:3
Sn 0.101884 0.359777 0.695588 0.135 0.042 -0.085
O 1.365027 2.795127 1.035011 0.004 0.010 0.047
C 0.724696 3.982886 0.561152 -0.005 0.013 -0.011
C -0.360552 4.452013 1.516322 -0.004 -0.022 0.020
C -1.397812 3.362957 1.828015 0.019 -0.018 0.004
C -2.112303 2.902610 0.588234 -0.028 0.034 0.014
C -3.139400 3.679648 0.059149 0.022 -0.026 0.030
C -3.757554 3.295595 -1.112880 -0.012 -0.002 -0.020
C -3.334748 2.133341 -1.742789 -0.014 -0.002 -0.013
C -2.318057 1.408056 -1.164264 0.045 0.040 0.013
N -1.716937 1.778020 -0.023168 -0.029 -0.034 0.037
H 1.862608 2.999303 1.835276 0.000 -0.010 -0.019
H 0.311281 3.713819 -0.411296 0.017 -0.003 0.004
H 1.463669 4.770487 0.401568 -0.011 0.007 -0.009
H -0.854939 5.325680 1.083834 0.004 0.002 -0.013
H 0.093880 4.783240 2.454062 -0.011 0.001 0.006
H -2.133263 3.751959 2.533386 0.012 0.027 -0.007
H -0.908281 2.520995 2.319283 -0.008 -0.023 -0.024
H -3.441339 4.577858 0.581156 0.001 0.004 -0.005
H -4.557332 3.891107 -1.532696 0.000 0.001 0.001
H -3.783041 1.793099 -2.664935 -0.002 0.002 0.001
H -1.957332 0.495154 -1.615338 -0.010 0.005 -0.014
Cl 3.690197 1.099705 -2.440990 0.004 0.000 -0.008
C 2.216051 0.198425 -2.868866 -0.070 0.000 -0.034
C 1.329700 0.126864 -1.649484 0.111 -0.063 -0.039
O 1.208378 -0.932174 -1.003100 0.117 -0.137 0.082
O 0.730358 1.179657 -1.261086 -0.191 0.070 0.078
H 2.502641 -0.797973 -3.185662 0.006 0.000 0.010
H 1.715008 0.734995 -3.669857 0.012 0.008 0.001
C -2.259877 -5.916359 0.433830 0.007 -0.008 0.002
N -1.740929 -4.565933 0.520703 -0.016 -0.022 0.020
C -2.365969 -3.382373 -0.035653 0.021 -0.007 -0.030
C -1.327353 -2.336368 0.322182 -0.058 0.121 -0.106
O -1.471263 -1.128738 0.030313 -0.138 -0.037 -0.017
N -0.299994 -2.875061 0.966767 0.045 -0.006 0.094
C -0.572286 -4.192797 1.050640 -0.003 0.035 -0.017
N 0.273985 -5.036815 1.627077 0.011 0.007 -0.008
H -3.311270 -5.869175 0.163382 0.000 0.002 0.000
H -2.191563 -6.415989 1.400911 0.001 0.000 0.000
H -1.733753 -6.503484 -0.321091 0.002 0.002 0.000
H -3.326162 -3.157818 0.431757 -0.002 -0.010 0.004
H -2.501342 -3.451230 -1.116725 0.015 0.009 0.003
H 1.143940 -4.665683 1.969098 0.002 -0.015 0.008
H 0.117678 -6.028048 1.651148 0.000 0.001 0.001
```
Positions in Å, forces in eV/Å.

Values from the calculation:
charge	+1
DFT total energy	-47344.4616	eV
2S+1	1
M	462.5	g/mol

2.
ORCA calculation (the ωB97M-V functional and the def2-TZVPD basis) on a 2-piece molecular cluster, C14H20FNO2 overall in a non-equilibrium geometry.

Structure (XYZ):
```
38
Properties=species:S:1:pos:R:3:forces:R:3
C 0.395965 -4.431686 -2.615338 -0.274 0.007 -1.358
C 0.309866 -2.913487 -2.534310 1.451 0.081 -0.792
C 1.703889 -2.247562 -3.009503 -0.659 -0.701 0.064
C 1.721649 -0.989912 -3.810586 0.337 0.902 0.360
O 2.706531 -2.798850 -2.639783 -0.099 0.032 -0.016
C -0.942046 -2.209500 -3.080862 -0.661 0.915 -1.081
C -2.258247 -2.519231 -2.455635 -0.413 -0.151 0.717
O -0.926016 -1.341898 -3.944524 0.052 -1.348 0.571
H -0.280424 -4.899330 -1.906776 -0.271 0.090 -0.044
H 0.180877 -4.784171 -3.646397 0.063 0.082 0.583
H 1.406471 -4.737408 -2.354948 0.059 0.160 -0.010
H 0.766546 -0.468090 -3.764679 0.602 0.007 -0.046
H 2.534262 -0.354025 -3.417282 -0.179 -0.359 -0.342
H 1.912136 -1.230869 -4.860546 0.041 -0.002 0.102
H -2.369353 -3.584492 -2.216723 -0.027 0.327 0.158
H -2.333897 -1.902753 -1.538131 0.063 -0.532 -0.199
H -3.063308 -2.181358 -3.111514 0.217 -0.144 -0.031
C 0.809784 2.447861 -0.075355 0.080 0.129 0.090
C 0.392132 2.577073 1.385158 0.590 0.209 -0.301
N 0.175818 1.354700 1.796052 -0.592 -0.636 -0.546
F 0.313001 -2.654957 -1.188392 -0.299 0.649 1.386
C -0.405077 1.066497 2.934472 0.266 0.549 0.840
C -0.704696 -0.405360 2.935975 -0.101 -0.028 0.274
C -0.614199 2.076352 3.908950 0.170 -0.448 -1.007
C -0.237452 3.400581 3.557177 -0.040 -0.327 0.239
C -0.333479 4.505076 4.595234 0.026 0.316 0.279
C 0.254221 3.672621 2.260328 -0.266 -1.050 -0.081
H 0.996116 3.383939 -0.579195 0.153 0.246 -0.246
H 1.671564 1.762714 -0.138077 -0.034 0.603 0.165
H 0.037994 1.863019 -0.603401 0.017 0.584 0.225
H -1.073973 -0.771099 3.878718 -0.221 -0.307 0.317
H -1.398100 -0.624679 2.117240 -0.221 0.155 0.344
H 0.193318 -0.941442 2.625090 0.092 0.064 0.353
H -1.032102 1.786104 4.882098 0.175 0.488 -0.389
H 0.025023 5.468861 4.211498 -0.044 -0.295 -0.052
H -1.349099 4.686377 4.981269 0.160 -0.284 -0.358
H 0.266630 4.279874 5.490799 -0.055 -0.099 -0.360
H 0.547675 4.660508 1.931898 -0.156 0.116 0.191
```
Positions in Å, forces in eV/Å.

Values from the calculation:
charge	0
DFT total energy	-23143.9481	eV
SMILES string	CC(=O)C(C)(F)C(C)=O.Cc1cc(C)nc(C)c1
2S+1	1
M	253.3	g/mol

3.
ORCA calculation (the ωB97M-V functional and the def2-TZVPD basis) on one molecule with the formula C14H20N2O3 in a non-equilibrium geometry.

Structure (XYZ):
```
39
Properties=species:S:1:pos:R:3:forces:R:3
C -0.339991 -0.097081 1.926017 2.222 -0.098 1.488
C -0.653247 -1.086736 0.786850 0.186 0.987 0.201
C -0.111607 -0.797463 3.360034 -3.124 -3.684 -2.983
C 0.974818 -1.961691 3.355697 0.884 2.891 1.371
C 0.146827 0.031384 4.570094 1.415 0.812 -0.731
C -0.727908 -1.192599 -1.619593 -0.638 -1.370 1.163
C -0.354577 -2.621348 -1.649608 1.755 -2.341 -1.681
C -0.240113 -0.585583 -2.919593 -0.021 0.576 0.278
C -0.089294 0.913309 -2.775891 0.377 -0.423 -1.264
C -0.875457 1.817617 -3.478746 -1.127 0.351 0.855
C 1.018209 1.335540 -2.025782 0.015 -0.217 0.371
C -0.430644 3.143961 -3.425782 -0.174 0.985 -0.874
C 1.288216 2.680752 -1.761158 -1.634 -0.462 -2.755
C 0.651699 3.585059 -2.662268 -0.048 -1.411 1.684
H -1.311939 1.585670 2.637947 -0.557 -1.465 -0.927
H -1.183205 1.614170 1.053825 -0.745 -2.012 1.287
H 0.705491 0.355859 1.807132 -1.214 -0.192 -0.708
H -1.108196 -1.423477 3.375987 1.377 1.393 0.795
H 0.831372 -2.912089 2.950887 -0.896 -1.065 -1.713
H 1.093656 -2.281252 4.435332 0.410 0.914 -0.898
H 1.891909 -1.454337 2.920527 -0.509 -1.046 0.810
H -0.194666 1.098896 4.432154 -0.215 -1.314 1.078
H 1.248581 0.065284 4.745396 -0.473 0.391 -0.449
H -0.125695 -0.665533 5.350978 -0.948 0.996 0.935
H 0.174276 0.210315 -0.589290 1.002 2.119 0.812
H -1.813060 -1.181803 -1.699366 -0.253 0.176 0.576
H 0.713766 -0.980517 -3.282132 -0.177 -0.171 0.218
H -1.054590 -0.927213 -3.546454 0.265 0.480 -0.935
H -1.920951 1.534143 -3.870917 2.086 0.447 0.186
H 1.610041 0.491631 -1.643168 0.098 0.757 0.216
H -0.925620 3.910478 -4.035096 0.011 -0.384 0.260
H 1.901172 3.010405 -0.975283 1.161 0.302 0.557
H 0.960277 4.610380 -2.603961 -0.256 0.442 -0.245
H 1.219405 -3.638711 -1.838117 -0.312 0.332 0.656
N -1.460196 0.894854 1.832677 1.954 3.010 0.329
N -0.230577 -0.642498 -0.401879 -0.323 -0.363 -1.223
O -1.326099 -2.083707 0.805112 -0.490 -1.080 1.097
O -0.925680 -3.515233 -2.218834 -0.806 0.472 0.280
O 0.973597 -2.840834 -1.323728 -0.281 0.265 -0.114
```
Positions in Å, forces in eV/Å.

Values from the calculation:
charge	0
DFT total energy	-23963.3598	eV
SMILES string	CC(C)[C@H](N)C(=O)N[C@@H](Cc1ccccc1)C(=O)O
2S+1	1
M	264.3	g/mol

4.
ORCA calculation (the ωB97M-V functional and the def2-TZVPD basis) on one molecule with the formula C14H20N2O4 in a non-equilibrium geometry.

Structure (XYZ):
```
40
Properties=species:S:1:pos:R:3:forces:R:3
C 3.728251 4.835593 1.954603 0.015 -4.559 -2.348
C 3.397123 3.466165 1.760348 0.762 4.034 4.380
C 3.531644 2.589885 0.527911 4.592 3.654 0.315
N 2.334577 1.984276 0.278053 -3.903 3.714 0.974
H 1.571759 2.707189 0.057079 1.546 -0.709 1.500
C 2.365009 1.299459 -0.874969 -0.640 -2.763 -4.162
C 3.004886 0.026455 -0.574079 2.713 -7.094 -5.809
O 2.239907 -1.296857 -0.510426 -0.275 2.325 2.564
C 1.855399 -1.486067 0.844760 -4.674 -1.162 -0.673
C 0.803036 -0.353804 1.428408 14.749 -3.155 11.359
O -0.094380 -0.154118 0.726480 -11.879 4.443 -10.100
C -1.050105 -0.951181 0.356849 -5.555 4.639 -6.791
C -1.538510 -1.956933 0.951969 1.465 -6.738 8.506
C -2.571051 -2.907509 0.949589 -1.418 4.147 -7.759
C -3.379214 -2.613039 -0.302379 2.801 0.002 7.826
C -3.185024 -1.364877 -0.871979 -3.516 -2.185 -4.860
C -2.206859 -0.523342 -0.759483 6.814 -2.210 7.618
N -1.914637 0.562383 -1.544327 -9.816 -10.205 0.597
O -1.040141 1.128662 -1.339154 15.534 11.590 3.452
O -2.607198 0.563555 -2.446340 -5.661 2.382 -8.613
H -3.730369 -1.228555 -1.877481 0.076 0.143 1.907
C -4.534980 -3.424722 -0.268818 -2.700 -2.008 -7.169
H -5.225463 -3.597157 0.512293 -0.802 1.087 0.927
H -4.260011 -4.425535 -0.510878 0.833 -1.289 0.297
H -4.999959 -3.329072 -1.417691 -0.182 0.298 3.053
H -2.810489 -3.773724 1.492825 0.383 -0.610 1.133
H -0.944857 -2.147250 1.881798 0.159 0.013 -0.423
H 0.540765 -0.798512 2.519515 0.451 0.797 -1.654
H 1.411737 0.690961 1.609044 -1.296 -2.783 -0.183
H 2.559878 -1.516683 1.597542 2.499 -0.101 1.109
H 1.295438 -2.528621 0.889369 1.032 1.989 -0.205
H 3.847783 -0.123429 0.058680 0.139 0.820 1.459
H 3.575946 -0.509562 -1.530436 -0.918 2.527 1.428
H 2.860465 1.796665 -1.794651 -0.341 -0.366 1.353
H 1.340403 1.077560 -1.196258 0.193 -0.082 -0.097
H 4.466939 1.880058 0.746867 -2.246 1.117 -0.721
H 3.894525 3.340436 -0.464618 -0.662 -1.925 2.605
H 3.082735 3.070448 2.883979 0.470 0.106 -3.413
H 3.759011 5.348239 2.868288 -0.567 0.056 1.493
H 4.236850 5.418357 1.210137 -0.172 0.061 -0.872
```
Positions in Å, forces in eV/Å.

Values from the calculation:
charge	0
DFT total energy	-25995.4246	eV
SMILES string	C=CCNCCOCCOc1ccc(C)cc1[N+](=O)[O-]
2S+1	1
M	280.3	g/mol